# 1
Entry from OMol25: a cluster of 9 separate species, C36H51F3O6 in total (the ωB97M-V functional and the def2-TZVPD basis).

Each line ends with the Löwdin charge.
Geometry (Å):
F 16.24021 -8.00132 -36.41521  0.08
C 14.96757 -8.13358 -36.77258  -0.30
C 14.13678 -7.02803 -36.83890  -0.02
C 12.82037 -7.07681 -37.32566  -0.09
C 12.23917 -8.29105 -37.54532  -0.10
C 13.01099 -9.46243 -37.37239  -0.06
C 14.37890 -9.37774 -37.01414  -0.01
H 14.60207 -6.05434 -36.79662  0.11
H 12.25992 -6.15644 -37.39789  0.10
H 11.18942 -8.39530 -37.77673  0.10
H 12.66643 -10.46637 -37.57187  0.08
H 14.90600 -10.31694 -36.93364  0.11
F 9.76727 -11.64134 -37.50451  0.04
C 9.56442 -11.55376 -38.84542  -0.29
C 8.30228 -11.27050 -39.40028  0.01
C 8.19692 -11.28281 -40.84517  -0.05
C 9.36827 -11.37257 -41.62458  -0.06
C 10.60970 -11.65812 -40.99056  -0.05
C 10.65503 -11.69511 -39.63772  -0.07
H 7.39400 -11.21733 -38.81839  0.11
H 7.24956 -11.05488 -41.31097  0.09
H 9.27529 -11.33777 -42.70002  0.06
H 11.55970 -11.69918 -41.50264  0.10
H 11.60296 -11.75925 -39.12422  0.11
F 7.35962 -12.34181 -43.93129  0.03
C 7.89830 -13.39717 -44.60239  -0.29
C 8.46713 -14.44256 -43.87778  -0.01
C 8.93994 -15.54925 -44.60274  -0.08
C 8.92362 -15.59925 -45.99089  -0.09
C 8.25273 -14.57885 -46.66582  -0.05
C 7.78074 -13.43336 -45.95834  -0.01
H 8.46091 -14.43841 -42.79781  0.10
H 9.39344 -16.33025 -44.01048  0.10
H 9.30195 -16.48697 -46.47587  0.10
H 8.22256 -14.58948 -47.74535  0.10
H 7.36100 -12.56577 -46.44568  0.11
C 13.61824 -13.28147 -43.52507  -0.02
C 13.23106 -12.73138 -44.90129  -0.45
C 11.73754 -12.79463 -45.26211  -0.01
O 14.02587 -12.33947 -45.73391  0.07
H 13.43664 -12.49648 -42.79095  0.07
H 14.65516 -13.60695 -43.44162  0.09
H 12.99160 -14.16288 -43.38900  0.07
H 11.11629 -12.38749 -44.46437  0.07
H 11.46348 -13.84390 -45.37176  0.08
H 11.37497 -12.22791 -46.11970  0.06
C 11.54382 -16.15858 -41.39024  -0.04
C 12.57377 -15.79555 -40.36753  -0.47
C 12.71023 -14.31962 -39.98627  -0.01
O 13.14176 -16.63510 -39.70086  0.06
H 10.83673 -15.37560 -41.66423  0.06
H 10.87348 -16.96604 -41.09570  0.09
H 12.03983 -16.41235 -42.32708  0.08
H 13.17217 -13.76370 -40.80216  0.06
H 13.31947 -14.13250 -39.10202  0.09
H 11.70701 -13.92445 -39.82660  0.04
C 9.97591 -9.81764 -46.40131  -0.04
C 9.65103 -9.44417 -45.02699  -0.47
C 8.17065 -9.41012 -44.72748  -0.02
O 10.51388 -9.34837 -44.10801  0.02
H 9.36395 -9.20275 -47.06125  0.09
H 9.80599 -10.88581 -46.53646  0.07
H 11.02798 -9.61273 -46.59945  0.10
H 7.81483 -8.41047 -44.47809  0.09
H 8.06702 -10.07294 -43.86839  0.05
H 7.51322 -9.69538 -45.54877  0.08
C 5.82491 -13.86182 -41.81814  -0.03
C 4.46301 -14.17157 -41.19196  -0.44
C 3.31885 -14.75879 -42.08418  -0.01
O 4.22614 -13.83314 -40.05363  0.05
H 6.13771 -12.81825 -41.78334  0.06
H 5.74694 -14.09366 -42.88034  0.06
H 6.71265 -14.39280 -41.47448  0.07
H 3.27646 -14.20527 -43.02222  0.08
H 2.41919 -14.65792 -41.47710  0.08
H 3.53716 -15.81284 -42.25566  0.08
C 9.60934 -12.39150 -33.60234  -0.02
C 10.46917 -11.29719 -32.92947  -0.50
C 10.02824 -9.87759 -32.96577  -0.02
O 11.56848 -11.57785 -32.51230  0.06
H 8.67286 -12.53671 -33.06379  0.08
H 10.05037 -13.38163 -33.71747  0.07
H 9.51658 -12.17155 -34.66588  0.06
H 9.96891 -9.66126 -34.03243  0.09
H 10.69223 -9.28976 -32.33198  0.09
H 9.03573 -9.78484 -32.52484  0.08
C 7.49628 -14.11049 -38.15152  -0.02
C 8.84939 -14.75641 -38.27604  -0.44
C 9.61510 -14.93174 -36.97751  -0.01
O 9.35160 -14.95449 -39.39712  0.03
H 6.87476 -14.87809 -37.69042  0.10
H 7.00435 -13.82765 -39.08216  0.06
H 7.68143 -13.25602 -37.50061  0.08
H 10.49332 -15.56775 -37.08849  0.09
H 9.02168 -15.40254 -36.19373  0.08
H 9.94979 -13.96562 -36.59978  0.07

Computed properties:
relative energy (zero: lowest compared OMol25 entry of this formula, charge and spin): 52.0 kcal/mol
SMILES: Fc1ccccc1.Fc1ccccc1.Fc1ccccc1.CC(C)=O.CC(C)=O.CC(C)=O.CC(C)=O.CC(C)=O.CC(C)=O
frontier orbital gap: 9.649 eV
E_HOMO: -9.289 eV
LUMO: 0.360 eV
charge: 0
largest force on an atom: 3.8 eV/A

---

# 2
Entry from OMol25: a structure of composition C36H51GeMgNO5PSSi3 (the ωB97M-V functional and the def2-TZVPD basis).

Each line ends with the Mulliken spin population.
Geometry (Å):
Mg -0.02748 0.81040 -1.54553  -0.04
O -2.69914 3.43181 -3.47620  0.04
C -1.87467 2.75006 -2.64629  0.16
O -0.96098 2.02561 -3.12776  0.12
C -2.07847 2.89091 -1.25909  0.23
C -3.06610 3.68357 -0.62053  0.03
C -3.12906 3.70546 0.74157  0.08
C -2.21397 2.92828 1.50580  0.16
C -1.29576 2.17901 0.82003  -0.06
N -1.19839 2.14542 -0.51084  0.25
C -0.28894 1.34765 1.54255  0.01
O -0.31641 1.17293 2.74147  -0.01
O 0.69191 0.86750 0.77214  -0.02
H -2.47798 3.13715 -4.36927  0.00
H -3.75184 4.25916 -1.22699  0.01
H -3.87499 4.30908 1.24189  0.01
H -2.23274 2.90019 2.58460  0.01
C -6.72985 -2.93783 -3.46680  0.00
C -5.90223 -2.19123 -4.29547  0.00
C -4.82270 -1.50623 -3.76020  0.00
C -4.53749 -1.56856 -2.39557  0.00
C -5.37480 -2.31979 -1.57493  0.00
C -6.46566 -2.99628 -2.10661  0.00
P -3.06000 -0.64541 -1.81678  0.02
C -3.26461 -0.77688 0.00155  -0.01
C -3.98369 0.23051 0.64242  0.01
C -4.18334 0.19785 2.01486  -0.01
C -3.65212 -0.83879 2.76959  0.00
C -2.92983 -1.84506 2.14245  0.00
C -2.73902 -1.81526 0.76779  0.00
C -1.69247 -1.82470 -2.11176  -0.03
C -1.89996 -3.15132 -2.48332  0.00
C -0.81623 -3.99674 -2.68487  0.00
C 0.46677 -3.50605 -2.50257  0.00
C 0.65248 -2.17852 -2.12617  0.01
C -0.40412 -1.27939 -1.92039  0.01
H -7.57918 -3.46707 -3.87985  0.00
H -6.10383 -2.13620 -5.35797  0.00
H -4.18597 -0.91402 -4.40890  0.00
H -5.17536 -2.38007 -0.51208  0.00
H -7.10783 -3.57395 -1.45336  0.00
H -4.37424 1.05911 0.06047  0.00
H -4.73815 0.99326 2.49729  0.00
H -3.79315 -0.85875 3.84303  0.00
H -2.51334 -2.65826 2.72476  0.00
H -2.18302 -2.60736 0.28110  0.00
H -2.90610 -3.53169 -2.62004  0.00
H -0.97619 -5.02692 -2.97947  0.00
H 1.32295 -4.15551 -2.65280  0.00
H 1.67545 -1.84437 -1.98248  0.00
C 3.13972 0.31287 -4.47466  0.00
S 1.61219 1.09950 -3.99478  0.00
C 1.94898 2.74132 -4.59840  0.00
O 1.73689 1.23144 -2.48007  0.00
H 3.21980 0.33904 -5.56131  0.00
H 3.08579 -0.72012 -4.13627  0.00
H 3.97680 0.82781 -4.00420  0.00
H 2.01238 2.71528 -5.68595  0.00
H 2.87392 3.10662 -4.15375  0.00
H 1.10090 3.34757 -4.28637  0.00
C 1.65051 1.83108 5.04190  0.00
Si 2.49232 2.09749 3.39129  0.00
C 1.87984 3.66131 2.53714  0.00
C 4.32203 2.32634 3.77007  0.00
Ge 2.17765 0.26267 1.85332  0.00
Si 1.56126 -1.84924 2.78315  0.00
C 0.93756 -2.96409 1.42144  0.00
C 0.26473 -1.65899 4.11475  0.00
C 3.13380 -2.55698 3.53080  0.00
Si 4.08636 0.26403 0.40589  0.00
C 4.37777 2.00714 -0.22179  0.00
C 5.51877 -0.29187 1.49162  0.00
C 4.05273 -0.91121 -1.04914  0.00
H 1.95663 2.61530 5.73994  0.00
H 1.92700 0.87102 5.48256  0.00
H 0.56694 1.85140 4.93446  0.00
H 1.39307 4.31991 3.26050  0.00
H 1.16331 3.47100 1.73771  0.00
H 2.71890 4.20726 2.09939  0.00
H 4.43301 3.19174 4.43035  0.00
H 4.92565 2.50969 2.87949  0.00
H 4.73878 1.46298 4.29432  0.00
H 0.09733 -2.51226 0.89157  0.00
H 0.60820 -3.92171 1.83561  0.00
H 1.71160 -3.16537 0.67814  0.00
H -0.62405 -1.16132 3.72668  0.00
H 0.63310 -1.06759 4.95434  0.00
H -0.01685 -2.64689 4.49192  0.00
H 3.87832 -2.77928 2.76354  0.00
H 2.91030 -3.48954 4.05609  0.00
H 3.58606 -1.87188 4.25207  0.00
H 4.50152 2.71809 0.59797  0.00
H 3.54143 2.33734 -0.84053  0.00
H 5.28667 2.03695 -0.83098  0.00
H 5.56957 0.22194 2.45100  0.00
H 6.46000 -0.10741 0.96520  0.00
H 5.45775 -1.36468 1.68677  0.00
H 3.32445 -0.58846 -1.78885  0.00
H 3.81710 -1.93401 -0.74854  0.00
H 5.04339 -0.91598 -1.51585  0.00

Computed properties:
<S²>: 0.76
frontier orbital gap (alpha / beta): 5.639 / 7.628 eV
E_HOMO (alpha / beta): -5.493 / -7.484 eV
LUMO (alpha / beta): 0.146 / 0.145 eV
multiplicity: 2
charge: 0
largest force on an atom: 0.2 eV/A